# C4H6O3Si

A single C4H6O3Si molecule at a distorted geometry (ωB97M-V/def2-TZVPD, the OMol25 dataset).

SMILES   OC1=CC=C[Si]1(O)O
HOMO level   -7.87 eV
Frontier orbital gap   8.228 eV
LUMO   0.01324 Eh
Energy relative to the best compared isomer or geometry (same formula, charge and spin)   1.3 kcal/mol

```
! RIJCOSX wB97M-V def2-TZVPD def2/J DEFGRID3
* xyz 0 1
C -0.9382 1.2849 -0.2055
C -1.5194 -0.0234 0.3087
C 0.4005 1.2354 -0.3465
C -0.5461 -0.9799 0.4590
O -0.9181 -2.1715 1.0019
O 2.0325 -1.1036 -1.1421
O 2.3297 -0.4952 1.3705
Si 1.2800 -0.3557 0.1175
H -1.4829 2.2466 -0.2328
H -2.6800 -0.1611 0.3178
H 0.9522 2.0213 -0.7636
H -1.9661 -2.3199 1.0248
H 2.6546 -1.8679 -0.9675
H 2.3743 0.1555 2.0369
*
```

Löwdin atomic charge list, values in e, 4 entries: -0.150, -0.114, -0.161, -0.326

# C4H6O3Sm

A molecular structure, C4H6O3Sm at a distorted geometry (ωB97M-V/def2-TZVPD, the OMol25 dataset).

HOMO level (alpha / beta)   -15.21 / -15.21 eV
Frontier orbital gap (alpha / beta)   5.802 / 5.978 eV
LUMO (alpha / beta)   -0.34591 / -0.33943 Eh
Energy relative to the best compared isomer or geometry (same formula, charge and spin)   13.9 kcal/mol

```
! RIJCOSX wB97M-V def2-TZVPD def2/J DEFGRID3
* xyz 2 7
C -5.6214 0.5751 0.0067
C -4.5279 1.0198 0.2707
H -6.5961 0.1411 -0.1498
H -1.0865 0.2804 -0.1705
H -3.8520 1.6781 0.8051
Sm 2.2086 1.4655 -0.3611
O 1.6963 -0.9912 -0.0669
C 0.4676 -0.9909 -0.1889
O -0.0767 0.2204 -0.2446
O -0.3296 -1.9841 -0.2064
C 0.2012 -3.3150 0.0045
H -0.6675 -3.9741 -0.0279
H 0.9008 -3.5490 -0.8033
H 0.6920 -3.3524 0.9817
*
```

Löwdin atomic charge list, values in e, 4 entries: 0.017, -0.052, 0.041, 0.209

# C4H6O3Sr

A molecular structure, C4H6O3Sr at a distorted geometry (ωB97M-V/def2-TZVPD, the OMol25 dataset).

HOMO level   -15.19 eV
Frontier orbital gap   6.024 eV
LUMO   -0.33686 Eh
Energy relative to the best compared isomer or geometry (same formula, charge and spin)   88.6 kcal/mol

```
! RIJCOSX wB97M-V def2-TZVPD def2/J DEFGRID3
* xyz 2 1
C 2.4488 -0.2151 0.2492
C 1.3201 -0.8597 0.0642
O 3.6633 -0.6508 0.4068
H 1.9923 0.3082 -0.8179
H 1.2294 -1.9273 -0.1390
H 4.3194 -0.0944 -0.0377
O -0.1807 -0.1476 0.3564
C -1.2951 -0.7140 0.2229
O -2.3076 0.0847 -0.0786
Sr -2.4659 -2.8515 -0.6205
C -2.1943 1.5154 0.0750
H -1.8833 1.7441 1.0998
H -1.4570 1.9004 -0.6377
H -3.1894 1.9076 -0.1429
*
```

Löwdin atomic charge list, values in e, 4 entries: -0.237, 0.035, 0.117, 0.242

# C4H6O3Sr

A molecular structure, C4H6O3Sr at a distorted geometry (ωB97M-V/def2-TZVPD, the OMol25 dataset).

HOMO level (alpha / beta)   -20.38 / -21.26 eV
Frontier orbital gap (alpha / beta)   8.300 / 8.669 eV
LUMO (alpha / beta)   -0.44387 / -0.46260 Eh

```
! RIJCOSX wB97M-V def2-TZVPD def2/J DEFGRID3
* xyz 3 2
C -4.0334 -0.3332 -0.5833
C -2.8321 -0.5123 -0.1750
O -5.1430 0.0306 -0.9346
H -2.2491 0.3422 0.1831
H -2.7144 -1.5413 0.2420
H -5.8207 0.1327 -0.2282
O 0.8032 -0.6149 0.1177
C 1.2958 0.4485 0.2392
O 2.5890 0.7430 0.4152
Sr 3.0883 3.1090 0.8077
C 3.5900 -0.2917 0.0345
H 3.4987 -1.0891 0.7761
H 3.3713 -0.6377 -0.9787
H 4.5566 0.2141 0.0841
*
```

Löwdin atomic charge list, values in e, 4 entries: -0.014, 0.158, 0.343, 0.123

# C4H6O4

A single C4H6O4 molecule at a distorted geometry (ωB97M-V/def2-TZVPD, the OMol25 dataset).

SMILES   O=C[C@H](O)CC(=O)O
HOMO level   -9.83 eV
Frontier orbital gap   10.402 eV
LUMO   0.02091 Eh
Energy relative to the best compared isomer or geometry (same formula, charge and spin)   53.7 kcal/mol

```
! RIJCOSX wB97M-V def2-TZVPD def2/J DEFGRID3
* xyz 0 1
C 0.5778 0.7551 -0.1786
C 0.6610 -0.1961 1.0143
C -0.1638 -1.2775 0.4271
C -1.0428 0.9985 -0.6527
O -1.5970 -0.9235 0.4992
O 1.3854 0.3719 -1.2709
O 0.1468 -2.2272 -0.2513
O -1.6279 2.0210 -0.3589
H -2.0587 -1.6474 0.0309
H 2.3105 0.3248 -0.9782
H 0.8395 1.7687 0.1353
H 1.6678 -0.5698 1.2193
H 0.1748 0.2156 1.9014
H -1.2734 0.3860 -1.5369
*
```

Löwdin atomic charge list, values in e, 4 entries: -0.302, -0.043, -0.439, -0.175

# C4H6O4S2

A single C4H6O4S2 molecule at a distorted geometry (ωB97M-V/def2-TZVPD, the OMol25 dataset).

HOMO level   -9.49 eV
Frontier orbital gap   9.885 eV
LUMO   0.01451 Eh
Energy relative to the best compared isomer or geometry (same formula, charge and spin)   139.9 kcal/mol

```
! RIJCOSX wB97M-V def2-TZVPD def2/J DEFGRID3
* xyz 0 1
C -2.1685 -0.8165 1.1595
C -2.6052 -0.5322 2.2374
C -0.3211 0.2419 -0.8585
C 0.9754 -0.3633 -1.1688
O -2.4871 -0.8271 -1.4955
O -0.9524 -2.5283 -0.5369
O 3.0757 -1.3646 0.1500
O 1.1924 -0.2418 1.4349
S -1.5033 -1.1745 -0.4628
S 1.6301 -1.3666 0.2472
H 1.7965 -0.3827 2.1651
H -3.1390 -0.2530 3.1181
H -0.1706 1.0026 -0.1308
H -0.9469 0.5167 -1.7532
H 1.0435 -1.1327 -1.8986
H 1.6814 0.5809 -1.1395
*
```

Löwdin atomic charge list, values in e, 4 entries: -0.165, 0.107, -0.266, -0.344

Which formula does entry 2 have? C4H6O3Sm